The following is a quantum chemistry calculation of C43H54F9NO29SSi2 as an isolated structure in a non-equilibrium geometry, from the OMol25 dataset.

Its total energy is -157386.8255 eV. Its spin multiplicity is 1.

Each line ends with the Mulliken charge.
CARTESIAN COORDINATES (ANGSTROEM)
C  -4.89139  -1.45176  0.61062  -0.6965
C  -4.45473  -1.35998  -0.87287  -0.1267
C  -4.40482  0.09661  -1.37717  -1.5645
C  -3.02510  0.78153  -1.24303  1.4649
C  -3.24683  2.30964  -1.55110  -1.5532
Si  -1.72302  0.04533  -2.39757  1.0968
S  -2.81940  -0.28143  -4.23849  -0.4514
N  -0.42553  1.22158  -2.55159  -0.2589
C  0.46690  0.94741  -3.42519  0.6615
C  0.63301  -0.39131  -4.13264  -1.6536
C  1.46896  2.05757  -3.73900  -1.3393
O  -1.17394  -1.46755  -1.87989  -0.2103
Si  -0.54532  -1.53457  -0.32536  0.8499
C  1.24936  -0.92643  -0.13753  0.4236
C  1.44824  -0.55125  1.34476  -0.5700
O  1.71798  -1.37423  2.18964  -0.5974
C  1.30986  0.92805  1.68533  0.2392
C  2.31241  1.64979  2.31453  -0.2464
C  2.15296  2.99239  2.57338  -0.9843
C  0.99127  3.63534  2.21363  -0.4233
C  -0.01271  2.91818  1.62199  -0.9877
C  0.14624  1.58624  1.36588  1.0807
H  -4.38865  -0.69153  1.20989  -0.0252
H  -5.98075  -1.42407  0.68184  0.4169
H  -4.55063  -2.42726  0.98317  0.1636
H  -5.18871  -1.91592  -1.46644  0.3465
H  -3.50575  -1.89831  -0.95562  -0.1164
H  -5.10322  0.66868  -0.74587  0.4060
H  -4.81811  0.15379  -2.38860  0.5934
H  -2.73065  0.73330  -0.18904  -0.2864
H  -4.22242  2.41397  -2.03185  0.3393
H  -3.30527  2.84404  -0.59651  0.2464
H  -2.45150  2.74294  -2.15819  0.3504
H  -2.02720  0.15598  -5.23541  0.1337
H  -0.12662  -0.56708  -4.89508  0.3847
H  0.72355  -1.23278  -3.44735  0.1792
H  1.57951  -0.37751  -4.67699  0.4764
H  2.38538  1.56263  -4.08671  0.4254
H  1.12445  2.70726  -4.54654  0.2803
H  1.73488  2.58431  -2.82047  0.2986
H  -1.35621  -0.80053  0.66026  -0.1686
H  -0.58459  -2.95901  0.07617  -0.5643
H  1.51570  -0.07098  -0.76458  0.2460
H  1.92168  -1.76471  -0.35856  -0.0176
H  3.24123  1.16916  2.60511  0.5072
H  2.94151  3.56009  3.05522  0.4274
H  0.85668  4.69526  2.38955  0.5093
H  -0.94166  3.39619  1.32991  0.5890
H  -0.69194  1.08016  0.90003  -0.3481
C  4.85259  -3.97992  -1.63349  -0.4615
C  5.63253  -2.71785  -1.39133  0.3919
O  5.24102  -1.89656  -2.47954  -0.3247
C  3.97717  -2.29450  -2.81656  0.4092
O  3.22716  -1.68708  -3.50124  -0.4453
O  3.67423  -3.48990  -2.26105  -0.1325
F  6.96742  -2.94492  -1.46707  -0.3290
H  5.36580  -4.66347  -2.31211  0.2505
H  4.61512  -4.50971  -0.71564  0.3467
H  5.39937  -2.21275  -0.45209  0.2969
C  0.23397  -5.99740  -2.43361  -0.4104
C  -0.34816  -6.26319  -1.07040  0.6581
O  0.76007  -6.78011  -0.35636  -0.3290
C  1.87224  -6.22299  -0.91309  0.6667
O  2.94221  -6.22160  -0.40114  -0.5236
O  1.59097  -5.66526  -2.11840  -0.2666
F  -1.32164  -7.20862  -1.11671  -0.3251
H  0.21433  -6.88141  -3.07294  0.2823
H  -0.25957  -5.17756  -2.95026  0.2832
H  -0.72976  -5.37613  -0.56110  -0.0250
C  6.25208  3.68639  -0.38010  -0.3923
C  5.18065  2.63797  -0.19535  0.4156
O  3.99343  3.42248  -0.11903  -0.0065
C  4.23179  4.54936  -0.85195  0.3808
O  3.39578  5.30742  -1.21765  -0.5241
O  5.54627  4.69811  -1.11109  -0.3403
F  5.33203  1.96466  0.97581  -0.3022
H  6.59858  4.10554  0.56714  0.2616
H  7.11268  3.32293  -0.93421  0.3257
H  5.10160  1.92297  -1.01682  0.2836
C  -4.14755  -7.86151  1.56558  -0.4625
C  -3.94112  -9.06048  0.67596  0.5151
O  -4.97275  -8.91899  -0.28199  -0.3264
C  -5.21843  -7.57811  -0.39208  0.6008
O  -5.82245  -7.07759  -1.27599  -0.4998
O  -4.66736  -6.89602  0.64790  -0.2235
F  -4.12600  -10.21942  1.35622  -0.2973
H  -4.88121  -8.05171  2.35060  0.2962
H  -3.22462  -7.51128  2.02209  0.2907
H  -2.97441  -9.08527  0.16957  0.1218
C  -2.13290  6.36634  5.71959  -0.4799
C  -0.87224  6.09978  4.93900  0.3052
O  -1.33387  5.28286  3.87584  -0.0824
C  -2.63154  5.63357  3.65729  0.5162
O  -3.24461  5.34097  2.68521  -0.5167
O  -3.12681  6.35705  4.68969  -0.3173
F  0.02910  5.40384  5.67072  -0.2996
H  -2.34734  5.57602  6.44037  0.2900
H  -2.11435  7.32196  6.23772  0.2675
H  -0.39642  6.99389  4.53116  0.2866
C  1.98804  6.56883  -4.61575  -0.2420
C  2.84087  6.33086  -5.83732  0.2802
O  2.11288  5.31903  -6.52027  -0.3160
C  0.79870  5.50068  -6.18611  0.6829
O  -0.11291  5.01373  -6.76262  -0.5202
O  0.67517  6.30763  -5.10951  -0.3196
F  4.06332  5.84553  -5.50598  -0.2630
H  2.21882  5.87120  -3.80834  0.1911
H  2.06356  7.58434  -4.23483  0.2757
H  2.96183  7.20113  -6.48555  0.2487
C  -6.72709  2.52829  2.20741  -0.4609
C  -5.74369  3.16748  3.15170  0.5030
O  -5.16942  2.04805  3.80698  -0.3505
C  -5.22717  1.01376  2.92666  0.7522
O  -4.61082  0.00589  3.03764  -0.6575
O  -6.07818  1.28636  1.90411  -0.2666
F  -6.37158  3.93880  4.07457  -0.3501
H  -7.68928  2.32963  2.68236  0.2203
H  -6.89223  3.11703  1.30857  0.2968
H  -4.96025  3.74929  2.66338  0.2327
C  10.91829  0.23856  0.35130  -0.4353
C  9.86634  -0.81977  0.55455  0.3595
O  8.67237  -0.05522  0.61630  -0.2630
C  8.88568  1.05322  -0.13452  0.5106
O  8.02796  1.78463  -0.51798  -0.4488
O  10.20050  1.22760  -0.39375  -0.3304
F  10.03513  -1.47074  1.72993  -0.2897
H  11.25919  0.66936  1.29378  0.2812
H  11.77993  -0.12297  -0.20402  0.2700
H  9.79208  -1.54534  -0.25407  0.2818
C  -5.63812  -2.36108  4.60204  0.3484
C  -4.86736  -3.63934  4.40432  0.4423
O  -5.66453  -4.59016  5.08850  -0.3679
C  -6.95325  -4.13570  5.02328  0.6438
O  -7.90767  -4.79526  5.25444  -0.5115
O  -6.98994  -2.83067  4.65085  -0.3347
F  -3.64669  -3.58367  4.99345  -0.3049
H  -5.39263  -1.86734  5.54351  0.2223
H  -5.49537  -1.65444  3.78681  -0.3134
H  -4.75262  -3.94125  3.36140  0.2568


The following is a quantum chemistry calculation of a 2-piece molecular cluster, C3H6BrClOS overall in a non-equilibrium geometry, from the OMol25 dataset.

The calculation puts the energy above the lowest of the compared OMol25 structures with the same formula, charge and spin at 271.3 kJ/mol. Its spin multiplicity is 1.

Each line ends with the Mulliken charge.
CARTESIAN COORDINATES (ANGSTROEM)
C  2.26657  1.47146  0.03255  -0.6371
C  -1.76720  -1.49094  0.04508  -0.3120
C  0.72542  -0.23803  0.15400  -0.0768
O  1.80752  0.34209  0.76223  -0.2811
S  -0.65612  -0.50557  1.16179  0.2027
Cl  -0.99402  -2.54343  -1.06053  -0.1478
Br  -4.34180  0.69744  0.00379  -0.7706
H  2.99563  1.19129  -0.69007  0.2843
H  2.81911  2.08816  0.64569  0.2675
H  1.29377  1.91061  -0.40085  0.3677
H  -2.40077  -0.78967  -0.53117  0.1326
H  -2.42342  -1.85952  0.76946  0.4492
H  0.67530  -0.27387  -0.89197  0.5215


Copy entry 2 word for word.
The following is a quantum chemistry calculation of a 2-piece molecular cluster, C3H6BrClOS overall in a non-equilibrium geometry, from the OMol25 dataset.

The calculation puts the energy above the lowest of the compared OMol25 structures with the same formula, charge and spin at 271.3 kJ/mol. Its spin multiplicity is 1.

Each line ends with the Mulliken charge.
CARTESIAN COORDINATES (ANGSTROEM)
C  2.26657  1.47146  0.03255  -0.6371
C  -1.76720  -1.49094  0.04508  -0.3120
C  0.72542  -0.23803  0.15400  -0.0768
O  1.80752  0.34209  0.76223  -0.2811
S  -0.65612  -0.50557  1.16179  0.2027
Cl  -0.99402  -2.54343  -1.06053  -0.1478
Br  -4.34180  0.69744  0.00379  -0.7706
H  2.99563  1.19129  -0.69007  0.2843
H  2.81911  2.08816  0.64569  0.2675
H  1.29377  1.91061  -0.40085  0.3677
H  -2.40077  -0.78967  -0.53117  0.1326
H  -2.42342  -1.85952  0.76946  0.4492
H  0.67530  -0.27387  -0.89197  0.5215


Look up the spin multiplicity of the second one.
1